Entry from the OMol25 dataset: a cluster of 6 separate species, C21H32BClN2O16 in total at a distorted geometry (wB97M-V/def2-TZVPD).

CARTESIAN COORDINATES (ANGSTROEM)
C1 -1.7202 4.2884 -1.6236
C2 -0.7664 3.2752 -1.0478
C3 -0.1817 3.6496 0.2946
O1 1.0745 2.9623 0.2750
C4 1.4474 2.8322 -1.0225
O2 2.5205 2.4779 -1.3833
O3 0.4245 3.1600 -1.8502
H1 -2.6202 4.3542 -1.0127
H2 -1.2492 5.2715 -1.6777
H3 -2.0054 4.0086 -2.6365
H4 -1.2412 2.2916 -1.0192
H5 -0.7849 3.3186 1.1368
H6 0.0082 4.7222 0.3840
C5 4.8449 -6.0443 -3.3129
C6 5.2953 -5.5093 -1.9829
C7 6.1233 -6.4337 -1.1173
O4 5.8028 -5.9707 0.2104
C8 4.5692 -5.4293 0.1562
O5 3.9103 -5.1063 1.0943
O6 4.1629 -5.2812 -1.1178
H7 5.6898 -6.1993 -3.9804
H8 4.3086 -6.9887 -3.1903
H9 4.1664 -5.3406 -3.7713
H10 5.8048 -4.5521 -2.1225
H11 7.1917 -6.3566 -1.2974
H12 5.8138 -7.4774 -1.2030
C9 0.8007 -1.8181 -4.5860
C10 2.2006 -1.8658 -5.1394
C11 2.3012 -1.9702 -6.6460
O7 3.5530 -2.6559 -6.8193
C12 3.7610 -3.4032 -5.7142
O8 4.6036 -4.2354 -5.5955
O9 2.8807 -3.0758 -4.7415
H13 0.3028 -0.8972 -4.8872
H14 0.2172 -2.6698 -4.9383
H15 0.8190 -1.8632 -3.4979
H16 2.7838 -1.0203 -4.7659
H17 2.3242 -1.0067 -7.1473
H18 1.5084 -2.5856 -7.0765
C13 -3.8584 1.7930 2.7481
C14 -4.1446 0.9121 1.5614
C15 -3.1783 -0.2355 1.3627
O10 -3.2375 -0.4378 -0.0577
C16 -3.5734 0.7403 -0.6242
O11 -3.5158 0.9713 -1.7892
O12 -3.9748 1.6295 0.3165
H19 -3.9947 1.2491 3.6800
H20 -2.8341 2.1695 2.7086
H21 -4.5184 2.6567 2.7512
H22 -5.1761 0.5521 1.5957
H23 -3.4654 -1.1424 1.8873
H24 -2.1525 0.0301 1.6315
C17 -4.1891 6.3864 7.6106
C18 -3.7527 5.4544 6.5105
C19 -4.7443 5.2804 5.3823
O13 -4.4406 3.9577 4.9119
C20 -3.9244 3.2657 5.9633
O14 -3.7478 2.0924 5.9779
O15 -3.6433 4.1000 6.9887
H25 -4.2614 7.4081 7.2390
H26 -5.1578 6.0840 8.0098
H27 -3.4770 6.3633 8.4341
H28 -2.7728 5.7513 6.1270
H29 -4.6204 6.0048 4.5816
H30 -5.7803 5.2951 5.7275
N1 2.9064 -2.7806 0.2441
B1 1.8628 -1.8205 0.3915
Cl1 1.8950 -0.3635 -0.6073
N2 0.7308 -1.9901 1.3285
C21 -0.2727 -2.4895 0.8523
O16 -1.2353 -2.9618 0.4166
H31 2.9603 -3.4030 1.0503
H32 2.6425 -3.3783 -0.5386

Its structure (SMILES) is C[C@@H]1COC(=O)O1.C[C@@H]1COC(=O)O1.C[C@@H]1COC(=O)O1.C[C@@H]1COC(=O)O1.C[C@@H]1COC(=O)O1.NB(Cl)N=C=O. The HOMO energy is -9.77 eV. For the gap between HOMO and LUMO, the calculation gives 10.037 eV.



Entry from the OMol25 dataset: a structure of composition C21H32CaO6S2Si2 (wB97M-V/def2-TZVPD).

CARTESIAN COORDINATES (ANGSTROEM)
Ca1 -0.3854 -0.6539 0.3129
C1 3.6180 -2.3021 1.4654
Si1 2.4448 -1.3284 0.2855
C2 2.9802 -2.1629 -1.3768
C3 3.4057 0.3671 0.0936
C4 4.8052 0.3079 -0.0333
C5 5.5911 1.4326 -0.2424
C6 4.9801 2.6797 -0.3368
C7 3.6014 2.7663 -0.2066
C8 2.7854 1.6421 0.0149
Si2 0.8677 1.9375 0.1891
C9 0.4943 2.5382 -1.6208
C10 0.8162 3.6325 1.0942
H1 4.5844 -2.5227 0.9917
H2 3.1516 -3.2589 1.7300
H3 3.8122 -1.7716 2.4045
H4 4.0645 -2.0918 -1.5419
H5 2.4767 -1.7165 -2.2428
H6 2.7066 -3.2257 -1.3559
H7 5.2999 -0.6598 0.0320
H8 6.6682 1.3385 -0.3364
H9 5.5726 3.5728 -0.5108
H10 3.1388 3.7489 -0.2778
H11 1.1581 3.3527 -1.9439
H12 -0.5405 2.8962 -1.6983
H13 0.6129 1.7122 -2.3360
H14 1.2466 4.4565 0.5094
H15 1.3506 3.5828 2.0508
H16 -0.2264 3.8904 1.3170
O1 -4.5934 -5.2433 0.5904
C11 -3.8154 -4.3234 0.5126
C12 -3.1686 -3.7956 -0.7448
O2 -3.4405 -4.1343 -1.8864
C13 -2.2227 -2.7660 -0.3253
C14 -2.2820 -2.5820 1.0916
O3 -1.5592 -1.7689 1.7519
C15 -3.3299 -3.4565 1.6559
O4 -3.7584 -3.4607 2.7916
O5 -1.4729 -2.0779 -1.1048
C16 -0.2605 -0.2594 4.4504
S1 1.4713 -0.5435 4.8882
C17 2.2437 0.6692 3.7877
H17 -0.5895 0.7183 4.8024
H18 -0.8596 -1.0443 4.9064
H19 -0.3803 -0.3203 3.3744
H20 1.7726 0.6293 2.8040
H21 3.2920 0.3984 3.6670
H22 2.1714 1.6806 4.1896
C18 -3.0090 1.8396 -4.0256
C19 -3.2419 1.7349 -2.5220
S2 -2.5810 0.1775 -1.8665
O6 -2.5558 0.4172 -0.3680
C20 -4.0426 -0.8487 -2.2495
C21 -5.0432 -0.8471 -1.0995
H23 -3.4985 2.7217 -4.4406
H24 -3.3920 0.9663 -4.5609
H25 -1.9401 1.9116 -4.2379
H26 -4.2952 1.7998 -2.2388
H27 -2.6890 2.5019 -1.9822
H28 -3.6593 -1.8506 -2.4574
H29 -4.4681 -0.4421 -3.1675
H30 -4.5281 -0.8356 -0.1387
H31 -5.6531 -1.7498 -1.1462
H32 -5.7022 0.0230 -1.1322

The total charge is -2. The HOMO energy is -1.00 eV. For the gap between HOMO and LUMO, the calculation gives 4.996 eV.



Entry from the OMol25 dataset: a structure of composition C21H32CeF6NO3P2 at a distorted geometry (wB97M-V/def2-TZVPD).

CARTESIAN COORDINATES (ANGSTROEM)
C1 1.5151 -3.7151 -1.5612
C2 0.8310 -2.4710 -1.5045
N1 0.6406 -1.8910 -0.2619
C3 1.0078 -2.5115 0.8835
C4 1.6834 -3.7345 0.8474
C5 1.9377 -4.3233 -0.3890
C6 0.3183 -1.8408 -2.7093
P1 -0.4473 -0.2437 -2.8244
Ce1 -0.1050 0.4290 -0.1270
P2 -0.6348 -0.5769 2.3719
C7 0.7684 -1.8109 2.2331
C8 -1.8875 1.9232 -0.1075
C9 -1.1042 3.0682 -0.3019
C10 -1.7319 4.3366 -0.1440
C11 -3.0794 4.4064 0.1977
C12 -3.8217 3.2393 0.4200
C13 -3.2192 1.9745 0.2869
O1 -2.2080 -3.3541 -2.2066
O2 -2.5899 -3.2508 0.4331
H1 1.7091 -4.1516 -2.5366
H2 1.9973 -4.1955 1.7740
H3 2.4742 -5.2676 -0.4376
C14 0.6836 1.0618 -3.4504
C15 -2.0200 -0.1100 -3.7473
H4 0.5321 -2.5603 3.0023
H5 1.7007 -1.3159 2.5586
H6 -1.4173 -2.8767 -2.5665
H7 0.6093 -2.3594 -3.6329
C16 -0.1011 0.7908 3.4560
C17 -2.0282 -1.4129 3.1692
H8 -0.0319 3.0408 -0.5613
H9 -1.1504 5.2370 -0.2892
H10 -3.5634 5.3816 0.3005
H11 -4.8705 3.3191 0.7079
H12 -3.7721 1.0533 0.4975
H13 -2.6193 -0.6953 -0.4459
H14 -3.5508 -3.2261 0.5295
H15 -2.4313 -3.3487 -0.5478
H16 -2.1965 -4.2106 -2.6451
H17 -2.1529 -1.1774 -0.0482
H18 0.8400 0.9163 -4.5277
H19 0.2285 2.0529 -3.2983
H20 1.6554 1.0453 -2.9323
H21 -1.8975 -0.1506 -4.8388
H22 -2.7269 -0.8955 -3.4425
H23 -2.4695 0.8614 -3.4902
H24 -1.7923 -1.7171 4.2000
H25 -2.8660 -0.6987 3.1832
H26 -2.3122 -2.2873 2.5688
H27 0.0398 0.4246 4.4811
H28 0.8153 1.2785 3.0933
H29 -0.9097 1.5351 3.4545
C18 3.5917 0.6396 1.6682
C19 2.9293 1.6830 0.8001
O3 1.5465 1.4212 0.6694
C20 2.9948 3.1469 1.3985
F1 4.2457 3.6481 1.5613
F2 2.2953 4.0240 0.6332
F3 2.3995 3.1228 2.6321
C21 3.5069 1.6058 -0.6585
F4 4.8493 1.7474 -0.7462
F5 3.2003 0.3453 -1.1568
F6 2.9199 2.4942 -1.5073
H30 3.1101 0.6407 2.6552
H31 4.6624 0.8226 1.7995
H32 3.4695 -0.3360 1.1773

Its expectation value of S² is 0.751. The HOMO energy (spin up / spin down) is -6.94 / -6.95 eV. Its spin multiplicity is 2. For the gap between HOMO and LUMO (spin up / spin down), the calculation gives 7.392 / 7.395 eV.



Entry from the OMol25 dataset: a structure of composition C21H32F6N6PdSb (wB97M-V/def2-TZVPD).

CARTESIAN COORDINATES (ANGSTROEM)
Pd1 -0.5383 1.9688 -0.6293
C1 -0.2680 -2.4692 -1.4256
N1 -1.5723 -1.9809 -1.8339
C2 -2.1462 -2.6273 -2.9884
C3 -2.0735 -0.8408 -1.2869
N2 -1.6990 -0.4078 -0.1140
C4 -1.5849 -1.1635 1.0020
C5 -2.3798 -2.2979 1.1762
C6 -2.4806 -2.9532 2.4045
C7 -1.8036 -2.4850 3.4959
C8 -0.9522 -1.3566 3.3702
C9 -0.2758 -0.8955 4.5258
C10 0.5600 0.1802 4.4468
C11 0.7929 0.7885 3.2097
C12 0.2029 0.3496 2.0341
N3 0.6780 0.9455 0.8494
C13 1.9972 0.9434 0.7071
N4 2.7425 -0.1187 1.1435
C14 2.2450 -1.4701 1.0708
C15 4.0839 0.0247 1.6376
N5 2.7034 1.9860 0.2118
C16 2.2110 3.3528 0.3012
C17 3.8326 1.7845 -0.6905
C18 -0.7745 -0.7064 2.1118
N6 -3.0152 -0.1509 -2.0042
C19 -3.8597 0.7856 -1.2731
C20 -2.7457 0.2818 -3.3791
H1 0.3004 -2.7373 -2.3153
H2 -0.3584 -3.3249 -0.7443
H3 0.2861 -1.6602 -0.9550
H4 -2.1218 -3.7110 -2.8270
H5 -1.5782 -2.3958 -3.8941
H6 -3.1804 -2.3134 -3.1157
H7 -2.9754 -2.6312 0.3347
H8 -3.1279 -3.8202 2.4929
H9 -1.8985 -2.9579 4.4668
H10 -0.4506 -1.4064 5.4662
H11 1.0611 0.5583 5.3318
H12 1.4813 1.6229 3.1458
H13 1.2617 -1.4732 0.6136
H14 2.1783 -1.9108 2.0728
H15 2.9044 -2.0749 0.4400
H16 4.2827 1.0665 1.8798
H17 4.8400 -0.3150 0.9192
H18 4.1887 -0.5722 2.5518
H19 1.4880 3.4279 1.1091
H20 1.7560 3.6767 -0.6358
H21 3.0704 3.9976 0.5213
H22 3.8625 0.7446 -1.0031
H23 4.7764 2.0829 -0.2149
H24 3.6581 2.3783 -1.5880
H25 -4.0291 0.4184 -0.2623
H26 -4.8184 0.8487 -1.7996
H27 -3.4059 1.7797 -1.2370
H28 -1.8821 -0.2300 -3.7916
H29 -2.5112 1.3499 -3.3747
H30 -3.6266 0.1019 -4.0067
C21 -1.4624 2.8235 0.8773
H31 -0.9847 3.5966 1.4798
H32 -2.5496 2.7971 0.9183
F1 -1.7455 3.0456 -1.8234
Sb1 0.8660 1.1066 -2.8274
F2 1.8160 2.9512 -2.6580
F3 1.9438 -0.2819 -1.5990
F4 2.4886 0.8159 -3.8517
F5 0.2265 -0.6468 -3.6590
F6 0.0897 1.8044 -4.5108

Its expectation value of S² is 0.760. The energy relative to the best compared isomer or geometry (same formula, charge and spin) comes out at 0.000 eV. The total charge is -2. The HOMO energy (spin up / spin down) is -1.23 / -1.67 eV. Its spin multiplicity is 2. For the gap between HOMO and LUMO (spin up / spin down), the calculation gives 5.874 / 6.313 eV.



no.,total energy (eV)
1,-71239.6523
2,-90448.1375
3,-77739.9698
4,-57561.9964